Record 1
This record from the OMol25 dataset describes a structure of composition C51H54N4O2P3S2W. The level of theory is wB97M-V/def2-TZVPD.

Computed properties:
DFT total energy	-115173.125	eV
HOMO-LUMO gap (spin up / spin down)	4.96 / 6.07	eV
ΔE to the lowest compared entry with this formula, charge and spin	0.00	kcal per mole
2S+1	4
largest force on an atom	0.1077	Eh/bohr

Cartesian coordinates (Å):
C1 8.50 0.81 17.87
P1 13.09 8.62 15.01
H1 13.71 11.81 14.85
H2 7.90 4.69 18.36
H3 4.24 9.13 13.79
C2 9.58 8.61 22.50
N1 10.21 6.44 12.55
C3 5.40 7.51 18.81
C4 9.00 4.80 18.60
H4 16.50 9.33 14.48
C5 5.97 12.00 14.74
N2 8.11 6.74 15.79
H5 16.02 7.31 15.32
C6 15.73 9.96 14.96
C7 7.90 3.30 15.87
C8 8.33 11.38 14.58
H6 4.71 7.82 19.60
C9 7.14 11.28 16.73
C10 9.43 6.95 15.97
H7 7.17 12.18 12.93
C11 8.34 10.95 15.97
H8 14.46 4.84 19.20
C12 7.18 6.93 16.82
H9 8.20 2.66 12.49
H10 15.56 7.43 13.05
S1 4.55 12.51 13.97
P2 9.91 3.28 17.95
C13 4.88 7.20 17.55
H11 7.07 7.70 20.13
H12 9.64 9.05 23.49
H13 7.12 1.04 21.50
C14 7.23 -0.14 19.67
C15 15.23 7.87 20.62
H14 14.65 6.88 16.40
W1 11.28 7.79 16.48
H15 6.64 -0.99 20.07
N3 13.40 7.99 19.09
C16 8.27 2.00 19.92
H16 5.15 12.07 16.76
C17 9.83 3.04 13.89
H17 14.51 7.37 11.65
O1 2.46 11.33 12.84
H18 16.24 10.62 15.69
C18 9.88 6.61 21.15
C19 12.67 10.38 12.61
C20 14.22 8.59 20.00
C21 13.43 6.67 18.79
C22 7.65 7.17 18.10
H19 11.37 9.96 14.20
C23 14.78 9.05 15.75
H20 4.09 9.37 12.05
H21 7.17 11.18 17.82
O2 12.61 8.93 18.60
C24 6.76 7.46 19.15
H22 6.47 3.18 14.32
H23 12.42 11.34 16.04
C25 3.63 11.13 13.15
H24 8.91 0.67 16.88
H25 11.98 12.30 14.62
C26 7.18 11.89 13.99
H26 7.77 6.42 14.86
C27 8.46 2.92 13.52
H27 5.55 10.00 12.92
C28 9.37 10.18 16.53
C29 5.79 6.82 16.56
H28 13.06 5.31 13.25
C30 10.21 3.21 15.23
H29 15.95 7.87 17.03
C31 9.71 7.24 22.42
C32 8.76 1.96 18.61
C33 9.23 3.32 16.23
H30 8.97 4.74 19.71
C34 10.43 9.51 16.72
S2 12.33 5.96 17.71
H31 11.24 3.33 15.53
P3 9.37 6.64 18.34
C35 10.19 6.71 13.73
C36 6.01 11.77 16.13
H32 7.13 3.57 16.60
C37 14.63 7.80 12.66
C38 15.28 6.46 20.38
H33 9.26 11.29 13.98
H34 14.44 9.54 16.65
C39 13.43 7.44 13.58
C40 12.45 10.20 14.13
C41 4.45 9.84 12.98
C42 9.78 7.38 19.98
H35 5.48 6.54 15.56
N4 10.42 6.76 15.00
C43 12.65 11.47 14.97
C44 7.50 0.97 20.46
H36 7.45 -1.09 17.75
C45 15.40 7.69 16.14
H37 10.54 3.00 13.06
H38 15.26 10.57 14.19
C46 9.54 9.40 21.31
H39 16.04 5.82 20.83
C47 7.53 3.13 14.53
H40 9.81 9.41 19.20
H41 14.77 8.89 12.48
H42 12.57 7.51 12.87
H43 10.01 5.54 21.10
C48 13.49 5.95 14.03
H44 12.90 5.80 14.98
C49 9.73 8.79 20.09
H45 9.73 6.64 23.34
H46 12.02 11.21 12.31
H47 3.80 7.26 17.41
H48 12.40 9.51 11.96
H49 14.50 5.66 14.23
H50 9.44 10.48 21.35
H51 15.96 8.39 21.30
H52 8.51 2.86 20.54
C50 7.73 -0.23 18.38
H53 13.69 10.62 12.33
C51 14.40 5.89 19.47
H54 13.98 9.61 20.21

Results of the Mulliken charge analysis, in e, for atoms 1 through 6: -0.379 -0.399 0.368 0.395 0.171 -0.653

---

Record 2
This record from the OMol25 dataset describes a cluster of 3 separate species, C5H13NO2 in total. The level of theory is wB97M-V/def2-TZVPD.

Computed properties:
DFT total energy	-10972.670	eV
HOMO-LUMO gap	4.69	eV
ΔE to the lowest compared entry with this formula, charge and spin	212.35	kcal per mole
2S+1	1
largest force on an atom	0.0906	Eh/bohr

Cartesian coordinates (Å):
H1 1.06 -1.51 0.43
H2 -1.74 0.32 -3.49
O1 1.64 0.43 2.06
H3 0.94 -1.88 -1.40
H4 -2.10 1.72 1.05
H5 1.33 1.02 -0.66
H6 -0.79 2.53 0.30
H7 1.44 -0.49 2.37
H8 1.94 -2.74 2.11
C1 -1.50 -0.03 -2.49
H9 -0.36 1.53 1.74
N1 1.13 -1.13 -0.60
O2 1.27 -2.13 2.06
H10 -1.35 -0.43 0.24
C2 0.61 0.19 -0.68
C3 -0.81 0.50 -0.17
H11 2.43 0.83 2.48
C4 -0.79 0.88 -1.56
H12 -0.94 -0.88 -2.62
C5 -0.99 1.64 0.88
H13 -2.44 -0.36 -2.04

Results of the Mulliken charge analysis, in e, for atoms 1 through 6: 0.370 0.379 -0.618 0.278 0.345 0.305

---

Record 3
This record from the OMol25 dataset describes a cluster of 2 separate species, C5H13NO3P in total. The level of theory is wB97M-V/def2-TZVPD.

Computed properties:
DFT total energy	-22318.394	eV
HOMO-LUMO gap (spin up / spin down)	5.92 / 7.61	eV
ΔE to the lowest compared entry with this formula, charge and spin	64.34	kcal per mole
2S+1	1
total charge	-1
largest force on an atom	0.0360	Eh/bohr

Cartesian coordinates (Å):
C1 -2.40 -1.97 -0.09
C2 2.23 0.69 -1.14
O1 -3.02 -0.83 -0.64
C3 0.42 1.47 0.38
H1 2.51 0.39 1.63
H2 0.04 -0.53 -1.56
H3 1.22 -0.83 1.79
H4 2.80 -0.16 -1.50
H5 1.09 2.26 0.72
H6 -1.31 -1.85 -0.20
H7 1.71 1.14 -1.99
N1 0.33 -0.80 -0.62
H8 -2.77 -2.84 -0.63
H9 2.91 1.42 -0.72
H10 -0.20 1.85 -0.43
H11 -0.25 1.19 1.20
H12 2.62 -1.16 0.77
O2 -3.07 1.74 -0.65
O3 -2.75 0.47 1.58
P1 -2.60 0.57 0.11
C4 1.94 -0.38 1.11
C5 1.19 0.22 -0.09
H13 -2.64 -2.05 0.98

Results of the Mulliken charge analysis, in e, for atoms 1 through 6: -0.529 -1.714 -0.241 -1.994 0.335 0.187

---

Record 4
This record from the OMol25 dataset describes a structure of composition C29H44BrMoN6O2PS4Si2. The level of theory is wB97M-V/def2-TZVPD.

Computed properties:
DFT total energy	-184115.032	eV
HOMO-LUMO gap (spin up / spin down)	5.41 / 5.96	eV
ΔE to the lowest compared entry with this formula, charge and spin	0.00	kcal per mole
2S+1	2
total charge	-1
largest force on an atom	0.0399	Eh/bohr

Cartesian coordinates (Å):
H1 -2.33 -4.06 -1.90
O1 -0.69 3.03 -3.72
H2 2.48 0.85 -3.04
C1 3.77 -3.66 1.19
H3 -3.58 1.38 1.90
C2 1.94 -2.05 1.16
H4 -0.20 -0.35 -4.57
C3 -1.58 -2.64 1.82
H5 -4.62 -0.44 -2.23
C4 0.06 5.13 -0.65
H6 0.50 3.52 4.83
H7 -4.75 -3.29 2.80
C5 -3.89 -2.73 2.45
S1 1.17 1.67 1.78
H8 -0.52 0.91 3.89
C6 -0.51 -0.12 4.24
C7 2.07 -1.93 -0.24
H9 0.76 1.46 -5.43
C8 -2.71 -0.34 -1.28
H10 0.25 -3.49 -3.12
C9 -0.50 -0.71 -3.58
H11 -2.56 -4.45 2.38
C10 -2.84 -0.67 1.80
H12 -0.49 -3.13 4.18
H13 -0.26 7.15 -1.32
H14 0.65 7.00 0.21
S2 -2.77 3.16 -1.69
N1 -1.38 2.48 1.64
H15 1.36 -2.94 -4.37
H16 2.52 -0.20 -4.46
N2 -1.64 -1.32 1.61
C11 -3.63 -2.35 -2.13
C12 2.55 -0.51 4.22
H17 3.51 -0.58 -3.05
H18 -4.90 -0.84 2.40
H19 0.84 4.52 -0.19
C13 0.69 2.53 -5.61
S3 0.10 4.39 2.61
C14 1.12 3.98 4.06
N3 -1.59 1.19 1.25
O2 -0.21 4.62 -1.96
N4 -1.59 -0.95 -0.86
H20 1.53 4.92 4.44
Mo1 -0.20 -0.10 0.49
C15 -3.98 -1.39 2.24
H21 -0.84 5.05 -0.03
H22 -0.62 -3.11 1.68
C16 2.54 -0.19 -3.37
C17 -2.47 -3.00 -1.74
H23 4.72 -4.05 -0.70
H24 -1.14 -1.58 -3.73
H25 3.26 -2.51 -1.93
C18 -3.75 -0.99 -1.91
H26 3.36 -1.23 4.11
C19 3.94 -3.50 -0.18
C20 1.20 -2.98 -3.29
C21 -1.49 -2.27 -1.12
Br1 -5.02 -3.32 -2.97
H27 -2.77 0.73 -1.12
S4 0.46 1.87 -1.25
H28 2.45 -0.28 5.29
H29 1.91 3.31 3.75
P1 -0.87 3.15 -2.12
H30 -1.09 0.08 -3.14
H31 1.38 3.00 -3.63
C22 0.50 6.57 -0.79
H32 1.19 -3.64 4.11
H33 -0.40 -0.09 5.33
H34 -1.48 -0.56 4.03
C23 3.10 -2.65 -0.87
H35 -0.56 -2.74 -0.82
H36 1.59 2.85 -6.15
H37 2.84 0.41 3.71
C24 0.58 3.30 -4.31
H38 2.70 -3.03 2.92
Si1 0.91 -1.15 3.53
C25 0.53 -2.82 4.38
C26 -2.79 0.71 1.61
C27 2.79 -2.93 1.84
N5 1.16 -1.11 -0.88
H39 0.66 4.37 -4.50
H40 1.44 6.63 -1.34
N6 1.00 -1.25 1.78
H41 1.99 -3.59 -2.85
H42 -0.18 2.72 -6.24
C28 -2.66 -3.38 2.23
Si2 1.09 -1.17 -2.64
H43 4.42 -4.33 1.75
C29 -0.16 2.76 1.94
H44 0.62 -2.67 5.46

Results of the Mulliken charge analysis, in e, for atoms 1 through 6: 0.485 -0.389 0.081 -1.276 0.395 0.864

---

Record 5
This record from the OMol25 dataset describes a structure of composition C2H8FN3NiO11. The level of theory is wB97M-V/def2-TZVPD.

Computed properties:
DFT total energy	-72945.721	eV
HOMO-LUMO gap (spin up / spin down)	6.03 / 6.01	eV
ΔE to the lowest compared entry with this formula, charge and spin	28.92	kcal per mole
2S+1	3
total charge	-2
largest force on an atom	0.1335	Eh/bohr

Cartesian coordinates (Å):
O1 0.27 -2.24 -0.71
O2 -2.44 2.05 1.76
O3 -0.86 2.53 2.99
O4 -3.42 0.93 -1.28
H1 1.72 0.37 -1.61
Ni1 -0.23 -0.34 0.17
H2 -0.49 -3.26 -2.47
O5 0.82 0.14 3.82
H3 -0.26 -1.54 -2.59
O6 0.98 -0.56 1.93
H4 1.70 2.48 -0.48
O7 -1.47 0.35 -1.46
H5 3.26 1.54 -0.37
O8 -2.60 0.95 -3.19
O9 -0.64 1.57 1.04
H6 2.22 1.74 0.99
H7 1.11 -2.69 -2.66
H8 0.86 -2.92 -0.38
O10 1.46 0.53 -0.71
C1 2.22 1.60 -0.09
N1 -2.49 0.82 -1.97
C2 0.17 -2.45 -2.16
N2 0.83 -0.78 3.10
F1 -2.03 -0.98 0.93
N3 -1.29 2.07 1.96
O11 0.61 -1.91 3.44

Results of the Mulliken charge analysis, in e, for atoms 1 through 6: -0.395 -0.615 -0.714 -0.554 0.273 1.282

---

Record 6
This record from the OMol25 dataset describes a cluster of 11 separate species, C32H78N11O19 in total. The level of theory is wB97M-V/def2-TZVPD.

Computed properties:
DFT total energy	-89717.762	eV
HOMO-LUMO gap	8.42	eV
2S+1	1
total charge	+1
largest force on an atom	0.1063	Eh/bohr

Cartesian coordinates (Å):
O1 17.36 20.81 9.53
H1 16.04 13.54 13.38
C1 11.95 20.01 8.15
H2 16.15 11.75 13.53
O2 16.21 13.20 10.20
H3 11.61 16.84 14.15
H4 11.66 18.24 6.95
C2 10.66 18.73 14.09
N1 16.37 23.42 8.32
H5 17.58 18.08 10.41
O3 16.81 18.77 9.16
H6 8.37 28.24 10.54
H7 10.98 23.68 7.87
H8 9.87 23.76 10.00
H9 12.12 28.18 8.55
H10 9.84 29.02 6.40
H11 9.55 23.01 7.09
N2 17.95 17.50 11.29
H12 10.64 29.30 10.62
H13 11.66 13.56 9.92
H14 9.34 22.25 9.24
C3 8.82 27.88 8.53
N3 10.15 15.58 9.29
C4 17.74 23.58 8.91
N4 13.83 25.73 9.55
H15 15.49 16.92 6.71
O4 19.59 18.95 11.84
C5 12.09 18.50 7.91
O5 13.83 26.67 8.71
H16 14.63 10.51 12.11
H17 11.95 15.96 7.22
H18 14.02 11.11 14.24
H19 9.72 27.31 5.76
C6 9.27 23.32 9.19
H20 14.50 14.13 11.39
C7 11.66 20.81 6.85
C8 12.92 15.95 6.80
H21 13.96 18.58 7.03
C9 9.56 20.49 15.35
H22 10.66 17.02 12.72
C10 19.30 18.09 11.10
C11 9.90 23.74 7.86
H23 11.28 27.95 6.25
H24 16.11 23.24 4.95
H25 10.61 20.66 6.53
H26 14.21 16.59 9.84
C12 10.53 26.17 8.04
C13 13.63 14.61 6.55
H27 19.96 16.42 10.15
N5 14.39 12.48 12.70
C14 11.11 28.46 8.69
O6 17.94 14.02 11.17
H28 15.74 14.56 6.28
H29 12.63 19.01 12.87
C15 17.39 17.98 12.58
C16 20.12 17.47 10.05
H30 9.19 18.43 15.53
H31 16.00 22.41 8.38
H32 11.22 20.21 8.89
H33 8.63 20.83 14.92
H34 12.96 11.12 11.88
O7 12.47 13.32 10.40
H35 16.30 12.53 11.97
H36 12.82 16.60 5.93
C17 13.59 18.16 7.92
O8 12.82 25.46 10.19
H37 13.72 15.10 9.18
C18 13.86 13.86 12.23
O9 14.86 25.09 9.82
H38 13.06 13.71 6.92
H39 13.97 14.52 13.03
C19 15.64 23.02 5.93
O10 10.33 16.09 10.42
O11 15.59 20.34 8.34
C20 10.22 27.98 6.49
H40 19.75 17.87 9.11
H41 8.62 28.94 8.32
H42 12.84 20.42 8.61
H43 11.52 26.12 7.63
N6 10.15 27.60 7.95
H44 12.46 16.19 9.42
H45 14.60 23.26 5.90
C21 16.38 23.98 6.92
C22 10.60 28.33 10.10
O12 13.30 18.56 12.20
H46 14.19 18.60 8.69
N7 13.86 17.55 13.06
H47 15.18 14.19 7.97
N8 16.96 14.20 10.44
H48 8.24 23.66 9.28
C23 9.20 27.74 9.97
C24 15.07 14.82 7.09
H49 15.70 24.06 8.82
C25 10.68 17.25 13.78
H50 11.23 27.64 10.67
H51 8.53 25.43 7.77
H52 11.76 13.24 12.45
C26 14.03 11.38 11.78
O13 10.20 14.34 9.11
H53 9.89 16.74 14.32
H54 21.13 17.80 10.21
O14 13.56 17.44 14.18
H55 9.53 25.23 6.34
C27 13.81 12.20 14.07
H56 8.08 27.25 8.06
O15 14.68 16.82 12.47
N9 9.73 19.08 15.05
O16 16.95 24.94 6.73
O17 16.81 15.35 9.99
O18 9.91 16.31 8.33
C28 15.82 12.59 12.92
C29 13.49 16.13 9.15
H57 10.95 29.52 8.37
H58 10.60 25.93 9.10
H59 14.31 12.88 14.80
H60 9.58 20.67 16.43
H61 18.02 24.62 8.96
O19 11.44 19.58 13.64
H62 17.21 19.02 12.54
H63 11.73 21.86 6.95
H64 10.39 21.05 14.91
H65 18.06 17.80 13.41
H66 12.03 14.82 11.78
N10 16.55 19.99 9.03
H67 17.71 23.13 9.86
C30 15.18 16.27 7.47
H68 15.84 16.42 8.32
H69 17.76 16.52 11.05
H70 11.50 17.98 8.66
C31 12.42 13.83 11.77
H71 18.42 23.29 8.17
H72 14.10 11.72 10.71
H73 9.23 26.72 10.25
H74 13.65 14.48 5.46
N11 13.78 16.69 7.82
H75 15.89 22.02 6.37
C32 9.53 25.18 7.43
H76 16.47 17.48 12.66
H77 12.73 12.28 14.03
H78 12.28 20.54 6.03

Results of the Mulliken charge analysis, in e, for atoms 1 through 6: -0.728 0.282 -0.842 0.424 -0.717 0.249

---

What is the formula in the fourth record?
C29H44BrMoN6O2PS4Si2

---

largest force on an atom of number 6 (C32H78N11O19)?
0.1063 Eh/bohr

---

What did the second record say?
This record from the OMol25 dataset describes a cluster of 3 separate species, C5H13NO2 in total. The level of theory is wB97M-V/def2-TZVPD.

Computed properties:
DFT total energy	-10972.670	eV
HOMO-LUMO gap	4.69	eV
ΔE to the lowest compared entry with this formula, charge and spin	212.35	kcal per mole
2S+1	1
largest force on an atom	0.0906	Eh/bohr

Cartesian coordinates (Å):
H1 1.06 -1.51 0.43
H2 -1.74 0.32 -3.49
O1 1.64 0.43 2.06
H3 0.94 -1.88 -1.40
H4 -2.10 1.72 1.05
H5 1.33 1.02 -0.66
H6 -0.79 2.53 0.30
H7 1.44 -0.49 2.37
H8 1.94 -2.74 2.11
C1 -1.50 -0.03 -2.49
H9 -0.36 1.53 1.74
N1 1.13 -1.13 -0.60
O2 1.27 -2.13 2.06
H10 -1.35 -0.43 0.24
C2 0.61 0.19 -0.68
C3 -0.81 0.50 -0.17
H11 2.43 0.83 2.48
C4 -0.79 0.88 -1.56
H12 -0.94 -0.88 -2.62
C5 -0.99 1.64 0.88
H13 -2.44 -0.36 -2.04

Results of the Mulliken charge analysis, in e, for atoms 1 through 6: 0.370 0.379 -0.618 0.278 0.345 0.305